# 1
{
  "formula": "C25H46BrCl20F7N2O5PS",
  "method": "ωB97M-V/def2-TZVPD",
  "species": ["C", "C", "C", "C", "C", "P", "N", "C", "C", "C", "Br", "O", "C", "C", "C", "N", "C", "O", "F", "C", "O", "F", "S", "O", "O", "C", "F", "F", "C", "F", "F", "F", "H", "H", "H", "H", "H", "H", "H", "H", "H", "H", "H", "H", "H", "H", "H", "H", "H", "H", "H", "H", "H", "H", "H", "H", "H", "H", "C", "Cl", "Cl", "H", "H", "C", "Cl", "Cl", "H", "H", "C", "Cl", "Cl", "H", "H", "C", "Cl", "Cl", "H", "H", "C", "Cl", "Cl", "H", "H", "C", "Cl", "Cl", "H", "H", "C", "Cl", "Cl", "H", "H", "C", "Cl", "Cl", "H", "H", "C", "Cl", "Cl", "H", "H", "C", "Cl", "Cl", "H", "H"],
  "xyz": [[3.681511, -1.653443, 3.012346], [3.484685, -0.115546, 2.735062], [3.088925, 0.142350, 1.225553], [1.606285, -0.226058, 0.881919], [0.737213, 0.861275, 0.166465], [-0.114858, 2.255136, 1.155452], [-0.820798, 2.827049, -0.376584], [-1.659460, 1.074960, 1.334826], [-2.791725, 1.068429, 0.289872], [-4.049015, 0.455122, 1.083187], [-2.678398, -0.122782, -1.270307], [0.675245, 1.618819, 2.523165], [0.026861, 1.283102, 3.712403], [0.063304, -0.196064, 4.245689], [-1.292939, -0.999871, 4.033064], [-1.038011, 3.490661, 2.079062], [-2.093477, 4.189506, 1.431294], [-3.200532, 3.966700, 1.711601], [-1.907568, 5.234033, 0.584249], [-0.552326, 4.255942, 3.118715], [-1.243572, 5.129990, 3.544917], [0.637417, 4.182541, 3.741650], [1.574367, 3.707667, 0.717474], [1.110373, 5.107172, 0.806487], [2.595110, 3.541201, 1.755525], [2.417742, 3.668199, -0.947683], [1.692629, 3.301335, -2.046844], [2.772173, 4.972964, -1.262829], [3.811016, 2.931330, -1.108536], [4.376343, 3.485348, -2.242322], [3.723173, 1.632028, -1.422905], [4.698705, 3.181971, -0.156425], [4.771185, -1.842666, 3.141552], [3.223174, -1.920063, 3.994826], [3.279364, -2.282592, 2.186451], [4.479676, 0.363776, 2.901936], [2.754414, 0.375159, 3.406357], [3.374822, 1.191149, 1.025473], [3.806753, -0.486627, 0.650043], [1.082031, -0.820785, 1.660971], [1.733939, -1.000954, 0.071231], [1.297415, 1.146710, -0.754422], [-0.091335, 0.236443, -0.252461], [-0.491210, 3.738266, -0.697513], [-0.631694, 2.199153, -1.157213], [-2.203035, 1.481317, 2.222681], [-1.358483, 0.037483, 1.575438], [-3.223443, 2.021975, -0.044406], [-4.283275, 1.175361, 1.898306], [-4.900973, 0.487062, 0.373691], [-3.827035, -0.551268, 1.484415], [0.599781, 1.831459, 4.518702], [-1.006799, 1.655391, 3.925877], [0.948126, -0.778286, 3.920453], [0.155371, -0.154437, 5.358502], [-2.135841, -0.276368, 4.094564], [-1.397586, -1.765727, 4.829019], [-1.250629, -1.494796, 3.040648], [1.633980, 7.295942, 4.199807], [2.092908, 6.858704, 5.852942], [2.157358, 8.940361, 3.798969], [2.100727, 6.599550, 3.509348], [0.553604, 7.237519, 4.108995], [-2.447057, -4.203877, -1.968035], [-2.027911, -2.869716, -3.042607], [-2.055459, -3.799468, -0.289828], [-3.510963, -4.399935, -2.046187], [-1.883915, -5.085652, -2.261183], [0.359816, -1.880939, -5.821812], [-1.033589, -0.927082, -5.283396], [0.978610, -2.931860, -4.545602], [0.056841, -2.495989, -6.663188], [1.150050, -1.201466, -6.125712], [-2.334928, -5.193124, 3.509425], [-1.914390, -5.453266, 5.208488], [-1.975843, -3.543188, 2.998717], [-1.761477, -5.882112, 2.896876], [-3.396762, -5.377389, 3.379027], [-1.196966, -5.078850, -7.789723], [-1.764555, -5.440363, -6.157392], [0.570407, -4.995839, -7.866652], [-1.538703, -5.860135, -8.460216], [-1.606885, -4.121621, -8.098590], [-4.688841, -7.416425, -8.556001], [-4.281147, -7.766751, -6.871320], [-4.375771, -5.725779, -8.965455], [-4.084915, -8.050782, -9.197389], [-5.742212, -7.624611, -8.715602], [2.442064, -2.521253, 6.881597], [2.852210, -0.984327, 6.112074], [1.839237, -3.698251, 5.706530], [3.331047, -2.923986, 7.357106], [1.671514, -2.345288, 7.625925], [0.542200, 7.650817, -2.387532], [0.168540, 5.986211, -1.952007], [0.641012, 7.860898, -4.145070], [-0.238828, 8.298338, -2.001516], [1.497994, 7.920921, -1.948390], [-6.441863, -5.546255, -4.930427], [-6.033260, -4.172381, -5.962322], [-6.088005, -5.210739, -3.230705], [-7.502479, -5.756202, -5.030877], [-5.862440, -6.406198, -5.246441], [6.932574, 0.712361, -1.317687], [6.364631, 0.327584, 0.308179], [8.701505, 0.727761, -1.402301], [6.555592, -0.036508, -2.007204], [6.559635, 1.693439, -1.596300]],
  "forces_ev_per_a": [[0.0, 0.5, 0.6], [0.5, -0.3, -0.9], [0.4, -0.2, 1.5], [0.9, -0.8, -1.7], [0.8, -1.3, -0.2], [-2.2, -5.8, -2.6], [0.3, 1.6, -0.3], [-0.1, 0.9, 0.4], [-2.5, -1.1, 2.0], [0.4, 1.1, -0.7], [0.6, 0.4, 0.0], [-1.0, 0.8, -0.3], [0.8, 0.5, 3.5], [-1.2, -0.5, 0.1], [1.4, 0.9, -0.1], [3.5, 1.2, -0.5], [-0.3, 0.8, 0.0], [-2.2, -0.9, 0.3], [1.4, -0.8, 0.6], [-0.9, 2.0, 0.7], [-0.8, 0.9, 0.4], [0.0, -1.7, -1.3], [0.9, 2.9, 4.1], [-0.5, -1.0, -1.1], [0.6, -0.9, -1.4], [1.6, 1.1, -2.5], [-0.1, -0.6, 1.1], [-0.2, -0.9, 1.3], [0.7, 0.8, -1.8], [-0.3, -0.3, 0.4], [-0.2, 0.3, 0.9], [-0.7, -0.6, 0.2], [-0.7, -0.1, -0.3], [0.3, -0.1, -1.3], [0.2, 0.4, 0.6], [-0.8, -0.1, 0.0], [0.4, -0.3, -0.3], [-0.6, -0.4, 0.0], [-0.7, 0.4, 0.1], [0.3, 0.9, -0.1], [-0.3, 0.5, 0.6], [-0.2, 0.3, 0.6], [0.3, 0.9, 0.2], [-0.3, 0.0, 0.2], [-0.2, -0.1, 0.4], [0.4, -0.6, -0.5], [-0.1, 0.5, -0.2], [1.1, -0.2, -0.1], [0.2, -0.6, -0.3], [0.3, -0.5, 0.5], [-0.3, 0.5, -0.3], [-0.3, -0.3, -0.7], [0.5, -0.2, -1.0], [-0.6, 0.4, -0.1], [0.1, 0.4, -0.8], [0.4, -0.6, -0.2], [0.0, 0.5, -0.6], [-0.3, 0.8, 0.7], [-0.1, -0.2, -0.2], [0.0, 0.0, 0.0], [0.0, 0.0, -0.1], [0.0, 0.1, 0.1], [0.1, 0.0, 0.1], [0.0, 0.1, 0.0], [-0.2, -0.4, -0.1], [-0.1, -0.3, 0.0], [0.0, 0.1, 0.0], [0.1, 0.1, 0.0], [0.0, 0.0, -0.1], [0.1, 0.1, -0.2], [0.2, 0.0, -0.1], [0.0, 0.0, 0.1], [-0.1, 0.0, 0.1], [-0.1, -0.1, -0.4], [0.0, -0.1, 0.0], [-0.3, -1.1, 0.0], [0.0, 0.0, 0.1], [0.0, 0.1, 0.1], [-0.1, 0.0, 0.0], [0.1, 0.1, 0.0], [0.0, 0.0, -0.1], [0.1, 0.0, 0.1], [0.1, 0.0, 0.1], [-0.1, -0.1, -0.1], [0.0, -0.2, -0.1], [-0.1, 0.0, -0.1], [0.0, 0.1, 0.1], [0.0, 0.1, 0.1], [0.0, 0.1, 0.1], [0.1, 0.2, 0.6], [-0.1, -0.1, 0.1], [0.0, 0.0, -0.1], [0.0, 0.0, -0.1], [0.0, -0.1, 0.3], [-0.4, 0.4, -0.3], [0.0, 0.1, -0.1], [0.0, -0.1, -0.1], [0.0, -0.1, -0.1], [-0.1, -0.1, -0.1], [0.0, -0.1, 0.0], [0.0, -0.1, 0.0], [0.0, 0.1, 0.1], [0.1, 0.1, 0.0], [-0.2, 0.0, 0.0], [0.1, 0.0, -0.1], [0.1, 0.0, -0.1], [0.1, 0.0, 0.1], [0.1, 0.0, 0.1]],
  "mulliken_charge": [-0.845, 0.081, -0.280, -0.922, -0.642, 0.770, -0.582, -1.801, 0.090, -1.395, -0.226, -0.371, -0.752, 0.195, -0.637, 0.226, 0.336, -0.494, -0.242, 0.535, -0.652, -0.143, 2.045, -0.757, -0.860, 0.578, -0.261, -0.328, 0.438, -0.317, -0.174, -0.142, 0.352, -0.157, 0.276, 0.604, -0.459, -0.429, 0.504, 0.155, 0.718, 0.754, -0.158, -0.140, 0.344, 0.481, 0.890, 0.334, 0.339, 0.477, 0.242, 0.386, 0.381, -0.208, 0.467, 0.087, 0.724, -0.458, 0.226, -0.188, -0.213, -0.002, 0.147, -0.282, -0.015, -0.048, 0.041, 0.301, -0.046, -0.149, -0.123, -0.034, 0.324, -0.460, -0.171, 0.003, 0.287, 0.318, -0.356, -0.054, -0.168, 0.285, 0.300, -0.352, -0.135, -0.122, 0.310, 0.306, -0.367, -0.068, -0.135, 0.347, 0.294, -0.389, 0.005, -0.196, 0.338, 0.273, 0.014, -0.131, -0.155, 0.328, -0.065, -0.087, -0.100, -0.197, 0.299, 0.082],
  "charge": -1,
  "lumo_energy_ev": 1.2,
  "e_homo_ha": -0.2246,
  "max_force_ev_per_a": 6.7
}

# 2
{
  "formula": "C5H20N10O5Pb",
  "method": "ωB97M-V/def2-TZVPD",
  "species": ["Pb", "C", "O", "N", "N", "H", "H", "H", "H", "C", "O", "N", "N", "H", "H", "H", "H", "C", "O", "N", "N", "H", "H", "H", "H", "C", "O", "N", "N", "H", "H", "H", "H", "C", "O", "N", "N", "H", "H", "H", "H"],
  "xyz": [[0.911923, 0.276488, -0.558477], [0.193506, -2.818725, 1.094809], [0.139917, -1.873580, 0.269376], [0.573640, -4.055615, 0.717830], [-0.295574, -2.717332, 2.349338], [0.893600, -4.190960, -0.225450], [0.238307, -4.843904, 1.239929], [-0.690015, -1.822001, 2.555898], [-0.121632, -3.430978, 3.030575], [3.784972, -1.013539, 1.184033], [2.590789, -0.696867, 1.026906], [4.210681, -2.101143, 1.871485], [4.798577, -0.190973, 0.803741], [5.135948, -2.481895, 1.796083], [3.553640, -2.739406, 2.288459], [4.544420, 0.627953, 0.278461], [5.784709, -0.322652, 0.925741], [-1.269039, 0.858950, 2.422704], [-0.440871, 0.765375, 1.489955], [-2.415232, 0.146650, 2.488370], [-1.129970, 1.821028, 3.361804], [-3.137192, 0.393364, 3.141017], [-2.672222, -0.571288, 1.835780], [-1.807387, 1.859336, 4.099560], [-0.291509, 2.371103, 3.360302], [-1.795057, -0.403412, -2.773608], [-0.694790, -0.673379, -2.268839], [-1.960739, -0.202423, -4.114430], [-2.944372, -0.431342, -2.048046], [-1.230095, -0.260059, -4.797144], [-2.894207, 0.001364, -4.425422], [-2.955306, -0.680961, -1.081700], [-3.782628, -0.097554, -2.489814], [-0.628097, 3.332248, -2.060025], [-0.596711, 2.310024, -1.337262], [-0.914409, 3.185133, -3.376897], [-0.430211, 4.568708, -1.574543], [-1.085605, 2.262733, -3.731956], [-0.865224, 3.940226, -4.038622], [-0.139562, 5.354899, -2.127827], [-0.166973, 4.544406, -0.602095]],
  "forces_ev_per_a": [[-1.3, -0.5, 0.5], [-0.9, 0.0, -0.9], [0.3, -0.3, 0.4], [0.4, 0.2, 0.1], [0.4, 0.4, -0.8], [-0.1, 0.0, 0.0], [0.1, -0.2, -0.1], [0.0, 0.1, 0.6], [-0.2, 0.1, 0.3], [1.4, 0.4, 0.8], [0.4, -0.3, 0.0], [-0.8, -0.6, 0.0], [-0.7, 0.5, -0.8], [0.2, 0.4, -0.1], [-0.3, 0.2, -0.2], [0.0, 0.0, 0.0], [0.0, -0.4, 0.3], [0.2, 1.4, -1.0], [-0.1, -0.5, 0.3], [-0.2, -0.5, 0.2], [-0.2, -0.8, -0.3], [0.0, 0.0, 0.2], [0.4, 0.1, -0.3], [0.3, 0.4, 0.3], [0.0, 0.1, 0.2], [0.0, -0.9, 0.0], [0.4, 0.4, 0.1], [-0.6, 0.6, 0.9], [0.2, 0.5, -1.0], [0.3, -0.1, 0.2], [0.1, -0.1, -0.4], [0.2, 0.1, 0.1], [-0.2, -0.2, 0.3], [-0.2, -1.1, -0.8], [0.2, 0.4, 0.3], [0.2, 0.5, 0.0], [0.2, -0.3, 0.7], [0.0, -0.1, 0.1], [-0.1, 0.1, 0.1], [-0.1, 0.0, -0.1], [0.0, 0.4, -0.1]],
  "mulliken_charge": [1.719, 0.577, -0.496, -0.418, -0.378, 0.250, 0.203, 0.078, 0.201, 0.586, -0.571, -0.363, -0.398, 0.218, 0.211, 0.170, 0.177, 0.582, -0.501, -0.342, -0.452, 0.175, 0.220, 0.171, 0.228, 0.748, -0.620, -0.449, -0.349, 0.240, 0.156, 0.170, 0.185, 0.538, -0.597, -0.321, -0.412, 0.199, 0.194, 0.229, 0.243],
  "charge": 2,
  "lumo_energy_ev": -5.2,
  "e_homo_ha": -0.5718,
  "e_above_lowest_kcal_mol": 5.9,
  "max_force_ev_per_a": 1.7
}